[1]
Density functional theory data (ωB97M-V with the def2-TZVPD basis set) for one molecule with the formula C5H14N2Si.

Geometry as XYZ:
```
22
C5H14N2Si | the OMol25 dataset | ωB97M-V with the def2-TZVPD basis set
C 0.91 0.41 1.24
C 0.37 0.66 -0.19
C -3.33 0.09 -0.09
C -0.85 -0.16 -0.50
C -1.91 0.06 0.59
N 3.54 0.93 -0.55
N 2.44 -1.72 -0.62
Si 2.16 -0.03 -0.16
H 0.78 1.27 1.95
H 0.65 -0.46 1.76
H -0.01 1.66 -0.39
H -3.39 0.85 -0.86
H -4.07 0.26 0.71
H -3.62 -0.86 -0.52
H -1.24 0.03 -1.54
H -0.69 -1.27 -0.50
H -1.95 -0.78 1.24
H -1.62 1.04 0.98
H 3.93 1.72 -0.01
H 3.81 0.86 -1.50
H 1.75 -2.19 -1.24
H 2.34 -2.36 0.20
```

Values from the calculation:
SMILES: CCC[C@H]1C[Si]1(N)N
orbital gap: 8.9 eV
HOMO level: -8.21 eV

[2]
Density functional theory data (ωB97M-V with the def2-TZVPD basis set) for a 2-piece molecular cluster, C5H14N3 overall.

Geometry as XYZ:
```
22
C5H14N3 | the OMol25 dataset | ωB97M-V with the def2-TZVPD basis set
C -1.68 -2.69 0.27
C -1.05 -1.77 -0.74
C -0.47 -2.05 -1.90
N -0.94 -0.36 -0.27
H -1.49 -3.72 -0.02
H -1.22 -2.51 1.24
H -2.75 -2.47 0.31
H -0.05 -1.25 -2.49
H -0.39 -3.05 -2.30
H 0.01 -0.16 0.11
H -1.67 -0.11 0.40
H -1.14 0.30 -1.03
C 1.03 3.12 -0.15
N 1.59 0.58 0.89
C 1.02 1.62 1.65
N 0.78 2.79 1.24
H 2.08 2.99 -0.44
H 0.76 4.15 -0.31
H 0.47 2.43 -0.80
H 2.26 0.90 0.20
H 2.08 -0.10 1.46
H 0.77 1.36 2.67
```

Values from the calculation:
net charge: +1
orbital gap: 9.9 eV
HOMO level: -13.18 eV

[3]
Density functional theory data (ωB97M-V with the def2-TZVPD basis set) for an isolated ion of composition C5H14N3 and charge +1.

Geometry as XYZ:
```
22
C5H14N3 | the OMol25 dataset | ωB97M-V with the def2-TZVPD basis set
C -1.03 1.59 2.09
C -0.46 0.40 1.37
C 0.19 0.80 0.04
C 0.71 -0.33 -0.85
C 1.42 0.03 -1.93
N 1.80 -0.82 -2.95
N 0.41 -1.69 -0.50
N -1.57 -0.59 1.10
H -1.89 1.29 2.70
H -1.45 2.33 1.39
H -0.37 2.25 2.65
H 0.22 -0.11 2.05
H -0.58 1.35 -0.52
H 0.97 1.51 0.30
H 1.76 1.05 -2.04
H 2.00 -0.43 -3.86
H 1.99 -1.77 -2.76
H 0.03 -2.20 -1.29
H 1.23 -2.16 -0.17
H -1.07 -1.41 0.70
H -1.96 -0.79 2.02
H -2.34 -0.30 0.50
```

Values from the calculation:
SMILES: C[C@@H]([NH3+])C/C(N)=C/N
net charge: +1
orbital gap: 8.6 eV
HOMO level: -11.49 eV

[4]
Density functional theory data (ωB97M-V with the def2-TZVPD basis set) for an isolated ion of composition C5H14N3 and charge +2.

Geometry as XYZ:
```
22
C5H14N3 | the OMol25 dataset | ωB97M-V with the def2-TZVPD basis set
C 2.67 -1.25 -0.35
C 2.23 0.22 -0.68
C 1.14 0.97 0.12
C -0.09 1.39 -0.69
N -1.38 0.92 -0.23
C -1.54 -0.30 0.43
N -2.39 -0.39 1.45
N -1.01 -1.39 -0.06
H 1.85 -1.88 0.00
H 3.43 -1.14 0.42
H 3.01 -1.75 -1.25
H 1.88 0.22 -1.73
H 3.15 0.78 -0.52
H 0.92 0.43 1.04
H 1.55 1.96 0.38
H 0.05 0.96 -1.73
H -0.17 2.46 -0.90
H -2.17 1.54 -0.08
H -2.61 0.39 2.07
H -2.59 -1.30 1.85
H -0.57 -1.41 -0.96
H -1.35 -2.31 0.23
```

Values from the calculation:
2S+1: 2
net charge: +2
<S²>: 0.755
orbital gap (alpha / beta): 10.6 / 5.3 eV
HOMO level (alpha / beta): -19.02 / -18.94 eV

[5]
Density functional theory data (ωB97M-V with the def2-TZVPD basis set) for an isolated ion of composition C5H14N3O and charge +1.

Geometry as XYZ:
```
23
C5H14N3O | the OMol25 dataset | ωB97M-V with the def2-TZVPD basis set
C 1.00 1.55 -0.21
C -2.47 -0.28 -0.44
C 1.41 -0.63 1.33
C 0.58 -1.77 -0.61
C -1.26 0.51 -0.81
N 0.80 2.65 0.45
N -0.37 0.48 0.37
N 0.23 -0.89 0.51
O 1.70 1.12 -1.05
H -2.83 0.01 0.53
H -3.19 -0.07 -1.25
H -2.08 -1.30 -0.42
H 2.26 -0.53 0.62
H 1.32 0.09 2.00
H 1.74 -1.63 1.78
H 1.25 -1.06 -1.26
H 1.08 -2.68 -0.22
H -0.22 -2.02 -1.38
H -0.72 0.05 -1.77
H -1.42 1.66 -0.90
H 0.03 2.79 1.04
H 1.68 3.25 0.57
H -0.51 -1.31 1.11
```

Values from the calculation:
SMILES: CCN(C(N)=O)[NH+](C)C
net charge: +1
orbital gap: 11.1 eV
HOMO level: -13.75 eV

[6]
Density functional theory data (ωB97M-V with the def2-TZVPD basis set) for an isolated ion of composition C5H14N3O and charge +1.

Geometry as XYZ:
```
23
C5H14N3O | the OMol25 dataset | ωB97M-V with the def2-TZVPD basis set
C -0.72 1.60 0.12
C 1.55 0.58 -0.33
C -0.83 0.11 -0.36
C 0.69 -0.69 -0.04
C -2.02 -0.69 0.22
N 0.76 -1.76 -0.87
N 0.82 -0.95 1.36
N 0.73 1.66 0.29
O -3.11 0.00 -0.26
H -1.08 2.31 -0.73
H -1.31 1.83 1.02
H 2.61 0.46 0.20
H 1.68 0.69 -1.38
H -0.98 0.10 -1.41
H -2.02 -0.54 1.31
H -1.91 -1.70 -0.07
H 0.80 -1.47 -1.91
H 1.69 -2.26 -0.73
H 0.32 -1.80 1.62
H 1.77 -1.15 1.55
H 1.10 2.62 -0.03
H 0.84 1.70 1.44
H -3.85 -0.09 0.32
```

Values from the calculation:
2S+1: 3
net charge: +1
<S²>: 2.006
orbital gap (alpha / beta): 3.8 / 5.9 eV
HOMO level (alpha / beta): -7.12 / -14.75 eV